No. 1
# C6H14N2O2

2 unconnected molecules or ions with the total composition C6H14N2O2 at a distorted geometry (ωB97M-V/def2-TZVPD, OMol25).

Properties
orbital gap: 9.62 eV
SMILES string: CNC(C)=O.CNC(C)=O

Last column: Mulliken charge in e.
CARTESIAN COORDINATES (ANGSTROEM)
C  -2.0728  1.0457  0.3793  -0.882
N  -2.0213  0.1884  1.5302  -0.180
C  -0.8863  -0.4634  1.8751  0.597
C  -1.0805  -1.6002  2.8426  -0.969
O  0.1996  -0.1682  1.4026  -0.637
H  -3.0030  1.6017  0.3311  0.367
H  -1.2147  1.7086  0.3026  0.298
H  -2.0071  0.4580  -0.5473  0.280
H  -2.9024  -0.0324  1.9581  0.231
H  -0.4472  -1.5710  3.7240  0.292
H  -2.1334  -1.6953  3.1185  0.290
H  -0.7076  -2.4719  2.3388  0.261
C  0.1319  0.8999  -2.7004  -1.077
N  0.9381  0.4327  -1.6028  0.010
C  2.1917  -0.0481  -1.7369  0.617
C  2.8608  -0.3546  -0.4166  -0.832
O  2.7090  -0.2483  -2.8245  -0.662
H  0.7764  1.4088  -3.4102  0.371
H  -0.3548  0.0606  -3.2049  0.274
H  -0.5849  1.6566  -2.3753  0.372
H  0.5207  0.4552  -0.6814  0.208
H  2.8726  -1.4324  -0.3404  0.196
H  3.8671  0.0583  -0.3782  0.326
H  2.3481  0.1113  0.4160  0.249


No. 2
# C3H9NO2S

2 unconnected molecules or ions with the total composition C3H9NO2S at a distorted geometry (ωB97M-V/def2-TZVPD, OMol25).

Properties
multiplicity: 2
orbital gap (alpha / beta): 3.54 / 6.96 eV
total charge: -1

Last column: Mulliken charge in e.
CARTESIAN COORDINATES (ANGSTROEM)
O  3.2926  -0.1609  0.4589  -0.702
C  2.1890  0.4623  0.4866  -0.346
C  0.8697  -0.0403  -0.1866  0.281
C  -0.1528  -0.7840  0.6960  -1.165
S  -1.2640  -2.2142  0.0837  -0.294
N  0.2392  1.0825  -0.9251  -0.780
H  1.9524  1.3908  1.0673  0.239
H  1.2674  -0.7611  -0.9316  0.173
H  -0.8011  0.0070  1.1425  0.410
H  0.4702  -1.3059  1.4452  0.405
H  -2.2118  -1.8046  0.9895  0.106
H  0.4911  1.9894  -0.6160  0.349
H  0.6827  1.0406  -1.8888  0.309
H  -1.5358  0.3151  -0.8789  0.424
H  -3.0553  0.6694  -0.7039  0.214
O  -2.4336  0.1138  -0.2389  -0.625


No. 3
# CH4FOPS

A single CH4FOPS molecule at a distorted geometry (ωB97M-V/def2-TZVPD, OMol25).

Properties
orbital gap: 8.06 eV
SMILES string: CSP(O)F

Last column: Mulliken charge in e.
CARTESIAN COORDINATES (ANGSTROEM)
C  0.3243  1.2467  -1.6145  -0.697
S  -0.4047  0.0966  -0.1513  -0.290
P  -0.0036  -0.5701  2.3091  0.499
O  -1.1826  -1.5612  2.0525  -0.372
F  1.3552  -1.4288  1.9747  -0.222
H  0.8537  2.2335  -1.4637  0.288
H  1.0919  0.5264  -2.0244  0.231
H  -0.6055  1.4367  -2.3258  0.214
H  -1.4286  -1.9799  1.2433  0.348


No. 4
# C21H64FN2O24PS

15 unconnected molecules or ions with the total composition C21H64FN2O24PS at a distorted geometry (ωB97M-V/def2-TZVPD, OMol25).

Properties
orbital gap: 9.60 eV

Last column: Mulliken charge in e.
CARTESIAN COORDINATES (ANGSTROEM)
C  -2.9781  3.8222  -1.1609  -1.297
C  -1.5199  3.9995  -1.4684  0.577
O  -1.0372  5.0260  -1.8273  -0.510
N  -0.6905  2.7770  -1.4399  0.673
C  0.5796  2.9888  -2.2245  0.689
C  0.6636  2.1923  -3.4830  -1.433
O  1.3916  3.7469  -1.8179  -0.438
C  -0.5139  2.1578  -0.1797  0.194
F  -1.1396  2.9109  0.8004  -0.271
O  0.8071  2.0118  0.2551  -0.329
S  0.8023  1.1548  1.6405  1.270
O  0.7286  2.0024  2.7656  -0.603
O  1.7990  0.1661  1.5208  -0.586
O  -0.6707  0.5236  1.4091  -0.382
C  -1.0700  0.7125  0.0455  0.619
O  -2.4899  0.6842  0.1172  -0.421
C  -3.1371  0.6705  -1.0120  0.632
N  -3.7185  0.6551  -2.0070  -0.519
P  -0.2709  -0.7320  -0.9141  0.634
O  0.9308  -0.3405  -1.6373  -0.702
O  0.0090  -1.8214  0.1962  -0.399
O  -1.3602  -1.3603  -1.8764  -0.165
H  -3.4611  3.3776  -2.0331  0.397
H  -3.1643  3.2136  -0.2796  0.331
H  -3.3950  4.8139  -0.9949  0.332
H  -0.3149  2.1047  -3.9530  0.344
H  1.0395  1.2047  -3.2159  0.229
H  1.3875  2.6772  -4.1363  0.471
H  -0.7460  -2.0471  0.7738  0.343
H  -2.1758  -1.6001  -1.3980  0.290
C  -2.1493  6.0921  2.6385  -0.744
O  -2.4939  5.5126  1.3851  -0.471
H  -2.7555  6.9856  2.7594  0.263
H  -2.3669  5.4032  3.4608  0.283
H  -1.0924  6.3657  2.6784  0.266
H  -1.9673  4.7169  1.2661  0.367
C  -2.9933  -3.5545  -3.4970  -0.593
O  -3.4996  -3.3755  -2.1707  -0.522
H  -2.6687  -2.5864  -3.8639  0.242
H  -2.1424  -4.2420  -3.4982  0.285
H  -3.7758  -3.9387  -4.1536  0.362
H  -3.7918  -4.2320  -1.8487  0.271
C  3.8680  5.8796  -0.5693  -0.517
O  5.0579  5.6444  0.2046  -0.805
H  4.0860  6.6952  -1.2531  0.202
H  3.5919  4.9934  -1.1402  0.396
H  3.0459  6.1694  0.0854  0.291
H  4.8680  4.9230  0.8147  0.298
C  -2.5430  -3.2929  -7.5700  -0.641
O  -1.8754  -2.7481  -6.4395  -0.396
H  -3.1401  -2.4958  -8.0072  0.261
H  -1.8325  -3.6560  -8.3166  0.259
H  -3.2061  -4.1159  -7.2882  0.271
H  -1.3378  -3.4492  -6.0504  0.231
C  1.5217  -2.6520  -6.0977  -0.576
O  0.9254  -3.6129  -5.2149  -0.544
H  1.8361  -3.1758  -6.9964  0.282
H  0.7942  -1.8847  -6.3663  0.256
H  2.3897  -2.1868  -5.6269  0.301
H  0.6494  -3.1404  -4.4231  0.250
C  -2.0867  -4.2512  2.0538  -0.501
O  -2.5077  -2.8926  1.8426  -0.478
H  -2.4141  -4.8220  1.1888  0.221
H  -0.9993  -4.3171  2.1336  0.262
H  -2.5364  -4.6621  2.9549  0.242
H  -2.2284  -2.3858  2.6125  0.263
C  1.2175  -7.1571  -6.7466  -0.558
O  0.9124  -5.7818  -6.8993  -0.413
H  0.8001  -7.6827  -7.6032  0.209
H  2.2969  -7.3343  -6.7234  0.259
H  0.7743  -7.5705  -5.8352  0.244
H  1.2711  -5.2995  -6.1427  0.296
C  -1.4675  -5.3929  6.3865  -0.360
O  -2.3364  -5.0276  5.3072  -0.490
H  -1.0615  -6.3752  6.1737  0.050
H  -0.6431  -4.6817  6.4807  0.270
H  -2.0165  -5.4380  7.3297  0.244
H  -2.6966  -4.1592  5.5076  0.273
C  7.3015  5.2831  -2.5230  -0.546
O  6.7089  4.2749  -1.7260  -0.523
H  7.9305  4.7902  -3.2621  0.252
H  6.5499  5.8786  -3.0521  0.233
H  7.9273  5.9558  -1.9280  0.238
H  6.1499  4.7130  -1.0677  0.433
C  2.7176  9.4968  -1.2241  -0.284
O  1.5299  10.1569  -0.8029  -0.514
H  3.3898  10.2612  -1.6063  0.282
H  3.2015  8.9820  -0.3895  0.036
H  2.5055  8.7779  -2.0214  0.214
H  0.9250  9.4927  -0.4616  0.283
C  1.0932  -8.6535  6.6058  -0.503
O  0.0604  -7.9662  7.3001  -0.493
H  1.7313  -7.9136  6.1262  0.281
H  1.7023  -9.2462  7.2927  0.236
H  0.6711  -9.3120  5.8468  0.184
H  -0.4885  -8.6395  7.7168  0.282
C  -5.5370  4.0533  4.6279  -0.517
O  -5.3293  4.8357  3.4620  -0.446
H  -6.5090  4.3287  5.0300  0.220
H  -5.5435  2.9828  4.4020  0.241
H  -4.7760  4.2499  5.3891  0.251
H  -4.4697  4.6071  3.0953  0.262
C  4.6832  7.8867  3.5013  -0.572
O  4.3053  7.6059  2.1636  -0.373
H  3.9518  8.5833  3.9055  0.205
H  4.6829  6.9851  4.1213  0.242
H  5.6713  8.3526  3.5530  0.264
H  4.9401  6.9876  1.7787  0.283
C  -1.2666  -11.7688  5.8126  -0.578
O  -0.6293  -11.2138  6.9587  -0.455
H  -1.8924  -10.9884  5.3866  0.219
H  -0.5371  -12.0842  5.0624  0.277
H  -1.8978  -12.6200  6.0775  0.287
H  -0.0713  -11.8925  7.3485  0.268


| no. | calculated total energy (eV) |
| --- | --- |
| 1 | -13525.10282 |
| 2 | -19674.88069 |
| 3 | -25990.50009 |
| 4 | -97770.44090 |